The following is a quantum chemistry calculation of an isolated molecule of C6H4N2 at a distorted geometry, from OMol25.

energy relative to the best compared isomer or geometry (same formula, charge and spin): 456.4 kJ/mol
orbital gap: 7.9 eV
DFT total energy: -340.345892 a.u.

```
12
Properties=species:S:1:pos:R:3:forces:R:3
H -3.747 -0.220 0.097 1.52 0.24 -0.89
N -2.869 -0.743 -0.116 -1.99 -1.86 1.00
C -1.739 -0.267 -0.077 2.36 2.51 0.42
C -0.342 -0.924 -0.002 2.00 0.37 -0.41
C 0.519 0.145 -0.182 -1.41 -2.70 0.61
C 1.880 0.042 -0.181 6.59 -1.96 0.99
C 3.073 -0.273 0.005 -0.27 -1.20 -1.09
C -0.139 1.379 -0.093 -4.35 3.60 2.15
N -1.484 1.236 -0.021 3.37 -0.33 -0.14
H 0.243 -1.915 0.289 -2.40 1.73 -0.98
H 4.154 -0.864 -0.031 -3.55 2.34 0.21
H 0.451 2.404 0.313 -1.89 -2.73 -1.87
```
Positions in Å, forces in eV/Å.


The following is a quantum chemistry calculation of a cluster of 10 separate species, C41H62NO19 in total at a distorted geometry, from OMol25.

energy relative to the best compared isomer or geometry (same formula, charge and spin): 383.4 kJ/mol
total charge: +1
orbital gap: 6.3 eV
DFT total energy: -3082.844195 a.u.

```
123
Properties=species:S:1:pos:R:3:forces:R:3
C 1.525 -2.298 2.431 3.02 -6.28 3.45
N 1.320 -1.290 1.423 -0.50 0.19 0.81
C 2.299 -1.333 0.304 -0.46 5.04 -2.09
C -0.051 -1.450 0.864 1.74 0.36 -0.31
C 1.379 -0.023 2.225 -3.40 2.82 -0.65
C 0.925 1.248 1.341 0.46 0.27 3.53
O 0.991 2.356 2.259 -6.52 -4.10 0.41
H 1.230 -3.454 2.187 1.32 2.87 -0.72
H 1.012 -2.408 3.385 -1.59 1.93 -0.37
H 2.602 -2.316 3.074 -2.12 0.35 -2.93
H 1.911 -0.582 -0.556 0.12 -2.13 1.74
H 2.616 -2.208 -0.182 -0.29 -1.64 0.24
H 3.125 -0.689 0.552 0.87 -0.44 0.79
H -0.232 -0.896 -0.003 0.12 1.55 -1.09
H -0.681 -1.206 1.625 -2.15 0.20 1.98
H -0.066 -2.410 0.519 -0.62 -2.88 -0.48
H 2.373 0.140 2.603 0.29 -0.02 0.12
H 0.561 0.044 3.068 1.83 -1.06 -1.41
H -0.058 1.333 0.902 -0.28 -0.92 -0.08
H 1.654 1.383 0.648 1.89 0.45 -2.58
H 1.710 2.837 2.243 6.10 3.54 -0.51
C 2.181 -1.016 -4.183 -2.34 1.49 4.21
C 0.773 -1.342 -3.833 3.32 1.03 0.33
C -0.082 -2.063 -4.839 -2.87 -1.31 -1.48
O -1.257 -2.426 -4.559 2.32 0.92 0.50
C 0.401 -2.342 -6.190 6.01 0.66 -0.05
C 1.948 -1.978 -6.382 -5.35 -3.79 -1.33
C 2.882 -1.388 -5.400 1.96 2.56 0.08
O 4.089 -1.072 -5.657 -4.21 -1.54 0.78
O 2.568 -2.494 -7.437 3.02 3.37 2.91
O 0.168 -1.034 -2.618 3.58 0.40 -2.28
H 2.843 -0.289 -3.461 -1.93 -2.13 -1.65
H -0.122 -3.129 -6.892 1.16 2.00 1.50
H 1.985 -2.998 -7.878 -3.24 -2.99 -2.87
H -0.701 -1.392 -2.503 -1.45 -0.80 -0.48
C 2.689 -4.270 -2.491 -0.77 -1.80 -3.96
C 2.941 -4.656 -3.977 0.89 2.71 7.43
C 1.843 -5.271 -4.793 0.60 0.90 -2.94
O 2.061 -5.379 -6.028 0.23 -0.15 2.22
C 0.554 -5.470 -4.252 -2.00 0.20 5.84
C 0.292 -5.095 -2.789 -0.02 -1.31 -5.24
C 1.352 -4.543 -1.891 2.31 0.15 -2.32
O 1.128 -4.303 -0.736 -0.54 0.22 1.36
O -0.874 -5.114 -2.172 1.85 0.29 0.94
O 4.146 -4.325 -4.489 -2.29 -1.41 -0.63
H 3.293 -3.850 -1.646 0.40 -0.35 -1.77
H -0.192 -6.041 -4.846 0.51 0.85 0.51
H -1.582 -5.353 -2.722 -1.59 -0.59 -1.50
H 4.100 -4.708 -5.398 0.39 0.41 0.11
C -2.843 0.970 3.066 0.03 -3.13 1.12
C -2.896 -0.375 3.685 0.49 5.98 -2.55
C -4.172 -1.165 3.643 0.50 2.26 -1.19
O -4.184 -2.257 4.092 0.13 -2.87 1.51
C -5.285 -0.588 2.976 -3.86 7.00 -2.76
C -5.241 0.910 2.383 -4.31 -6.68 1.71
C -3.994 1.549 2.336 3.71 1.58 -0.93
O -3.816 2.535 1.590 -0.67 -1.12 1.19
O -6.337 1.531 1.803 -0.25 -10.44 3.72
O -1.834 -0.924 4.235 3.96 11.31 -7.63
H -1.973 1.666 2.916 -0.48 -1.30 0.67
H -6.359 -1.010 3.065 2.22 0.45 -0.28
H -6.134 2.328 1.599 2.48 8.74 -2.37
H -2.073 -1.551 4.683 -3.93 -11.78 7.80
C -1.938 3.494 -1.167 -3.49 -1.02 0.98
C -2.189 2.105 -1.695 -0.06 -0.90 0.37
O -1.426 1.207 -1.335 -1.37 0.49 -0.72
C -3.390 1.872 -2.712 1.92 -3.92 2.29
H -1.015 3.578 -0.739 2.59 0.16 0.76
H -2.671 3.811 -0.362 0.48 -0.78 -0.82
H -2.123 4.166 -1.929 0.04 1.69 -1.67
H -3.391 0.802 -3.155 0.00 1.69 1.07
H -3.315 2.494 -3.485 1.17 2.62 -3.48
H -4.350 2.182 -2.407 -1.21 -0.13 1.40
C 6.204 3.021 3.877 2.54 1.39 -9.06
C 5.290 4.105 3.335 0.66 0.80 0.16
O 4.515 3.848 2.468 -1.72 -0.71 -1.53
C 5.361 5.573 3.788 3.48 -1.01 3.42
H 6.010 2.943 4.785 -1.17 -1.19 8.33
H 7.234 3.406 3.671 -0.53 -0.28 0.72
H 6.158 2.079 3.269 -0.49 0.90 0.76
H 6.381 6.032 3.364 -2.71 -0.55 0.62
H 5.572 5.557 4.986 -0.34 0.09 -2.65
H 4.397 6.047 3.709 0.13 0.50 -0.82
C -0.717 -5.843 2.407 -0.30 -1.11 1.96
C -1.605 -4.650 2.355 -1.48 3.18 2.30
O -1.379 -3.701 3.157 -0.49 -2.17 -2.41
C -2.870 -4.564 1.370 2.05 -0.79 -0.39
H -1.238 -6.863 2.411 0.67 1.56 0.30
H 0.111 -5.704 3.170 -1.57 -0.38 -0.22
H -0.137 -5.826 1.562 1.20 -0.13 -2.83
H -2.617 -3.777 0.550 -0.31 -1.72 1.26
H -3.808 -4.240 1.867 0.82 -0.33 0.02
H -2.927 -5.647 0.986 -0.43 1.88 -0.01
C 3.381 3.224 -1.208 -1.60 -3.28 -2.25
C 2.381 4.335 -1.463 0.00 0.90 -1.38
O 1.489 4.150 -2.288 1.18 0.89 1.65
C 2.599 5.693 -0.592 0.95 0.70 -12.83
H 4.304 2.935 -1.810 -1.22 1.29 0.58
H 2.734 2.252 -1.267 0.86 1.44 -0.55
H 3.542 3.182 -0.207 1.52 0.43 3.15
H 2.569 5.438 0.280 0.53 -2.18 10.11
H 1.811 6.300 -0.904 -1.76 0.96 0.04
H 3.456 6.256 -1.104 -0.46 -1.19 1.54
C -0.503 6.853 3.749 -3.99 0.82 0.12
C -1.283 6.405 2.428 -0.06 -0.35 2.35
O -1.460 7.140 1.492 0.40 -0.28 0.30
C -1.916 5.044 2.577 -2.63 -1.75 -0.44
H -1.323 6.935 4.682 1.82 0.33 -2.75
H -0.067 7.784 3.445 0.31 0.66 0.60
H 0.163 6.195 4.211 1.36 -1.36 -0.01
H -2.849 4.848 1.949 1.66 0.60 -0.22
H -2.474 4.835 3.526 1.26 0.70 0.05
H -1.233 4.183 2.434 -0.09 0.63 -0.01
C -4.243 -2.348 -2.221 2.36 2.36 2.07
C -3.244 -1.941 -1.159 -2.00 -0.33 1.50
O -2.118 -2.317 -1.357 1.47 0.51 0.50
C -3.673 -1.274 0.162 -2.26 -1.62 -1.94
H -4.557 -1.628 -2.861 -1.61 2.71 -1.31
H -4.928 -3.015 -1.959 -3.17 -2.54 1.44
H -3.532 -2.768 -2.766 2.47 -2.75 -3.15
H -4.497 -1.807 0.744 1.51 0.09 -0.73
H -4.222 -0.418 -0.152 -0.25 1.24 -0.19
H -2.815 -1.019 0.672 1.55 0.52 1.57
```
Positions in Å, forces in eV/Å.


The following is a quantum chemistry calculation of an isolated molecule of C5H6N2 at a distorted geometry, from OMol25.

energy relative to the best compared isomer or geometry (same formula, charge and spin): 229.5 kJ/mol
orbital gap: 10.0 eV
DFT total energy: -303.548650 a.u.

```
13
Properties=species:S:1:pos:R:3:forces:R:3
C -1.130 -0.434 -0.118 -0.37 -0.56 -0.31
C -1.337 1.064 0.255 0.07 -0.05 -0.19
C 0.137 0.850 0.442 0.40 0.35 0.07
N 1.152 1.164 -0.298 -0.17 -0.06 0.30
C 1.847 -0.041 -0.403 0.26 -0.26 0.06
C 1.194 -1.059 0.217 0.59 0.12 0.27
N 0.059 -0.509 0.829 0.29 -0.01 -0.21
H -0.555 -0.670 -1.043 -1.44 0.84 -0.27
H -1.922 -1.164 0.015 -0.07 -0.02 0.43
H -1.655 1.779 -0.501 0.19 -0.22 -0.01
H -1.885 1.216 1.196 0.12 -0.27 -0.39
H 2.749 -0.089 -0.999 0.02 -0.01 0.22
H 1.429 -2.109 0.299 0.08 0.14 0.02
```
Positions in Å, forces in eV/Å.


The following is a quantum chemistry calculation of a cluster of 3 separate species, C3H7N3OS in total at a distorted geometry, from OMol25.

energy relative to the best compared isomer or geometry (same formula, charge and spin): 968.4 kJ/mol
orbital gap: 8.6 eV
DFT total energy: -755.865477 a.u.

```
15
Properties=species:S:1:pos:R:3:forces:R:3
C -0.612 0.179 1.783 -0.28 -1.26 1.35
C 0.154 0.395 0.484 4.54 0.11 1.45
C -1.266 -1.039 -0.918 2.04 -3.40 2.43
H 0.374 2.084 2.031 -2.40 -3.92 3.66
H -1.737 0.228 1.539 1.56 -0.17 0.89
H -0.241 -0.897 2.228 -1.44 2.60 -1.44
H 2.072 1.136 1.480 -3.11 -2.72 -2.61
H 1.470 -1.398 -1.760 -1.22 3.86 -0.78
H -1.743 -1.209 -2.071 1.02 0.30 3.72
H -1.735 -2.790 0.094 1.35 1.41 -0.12
N 1.493 0.602 0.577 -2.30 2.10 0.35
N -0.527 0.228 -0.850 2.80 -2.00 1.04
N -1.027 -1.987 0.226 -3.17 3.55 -6.70
O -0.192 1.096 2.836 1.78 3.72 -4.84
S 0.865 0.310 -2.125 -1.17 -4.18 1.59
```
Positions in Å, forces in eV/Å.


The following is a quantum chemistry calculation of a structure of composition C4H5N3 at a distorted geometry, from OMol25.

energy relative to the best compared isomer or geometry (same formula, charge and spin): 387.3 kJ/mol
orbital gap: 9.6 eV
DFT total energy: -319.564690 a.u.

```
12
Properties=species:S:1:pos:R:3:forces:R:3
C 0.037 -1.639 0.764 -0.06 -0.21 0.18
N 0.472 -0.858 -0.353 0.38 -1.08 -0.70
C 0.018 1.555 -0.047 1.11 0.84 -0.04
C 0.797 0.429 -0.409 -0.14 -0.09 -0.24
N 1.629 1.215 -0.930 -2.53 0.46 1.08
C -1.181 1.962 -0.708 -0.28 0.39 -0.80
N -2.161 2.346 -1.188 0.69 -0.41 0.36
H 0.119 -1.022 1.652 -0.22 -0.17 0.27
H 0.710 -2.494 0.841 0.01 0.02 0.39
H -0.970 -2.047 0.628 -0.02 0.34 0.17
H 0.466 -1.317 -1.218 0.53 -0.80 -1.18
H 0.065 1.870 0.968 0.52 0.71 0.51
```
Positions in Å, forces in eV/Å.


The following is a quantum chemistry calculation of a cluster of 2 separate species, C2H8NO in total at a distorted geometry, from OMol25.

energy relative to the best compared isomer or geometry (same formula, charge and spin): 113.4 kJ/mol
total charge: -1
orbital gap: 6.6 eV
DFT total energy: -210.941064 a.u.

```
12
Properties=species:S:1:pos:R:3:forces:R:3
O -0.597 -2.772 -0.327 0.04 -0.37 1.04
H -0.484 -2.290 -1.128 0.00 0.35 -1.29
C -1.005 0.431 -0.146 -0.50 0.46 -1.22
N 0.399 0.172 -0.449 -0.62 0.70 -0.19
C 1.270 0.833 0.545 -1.76 -1.81 -0.26
H -1.404 1.201 -0.836 0.18 0.28 0.34
H -1.637 -0.424 -0.383 0.31 -0.40 0.47
H -1.191 0.778 0.876 -0.02 -0.26 0.11
H 0.461 -0.837 -0.580 0.56 -0.08 0.87
H 0.664 1.668 0.888 0.74 0.79 -0.27
H 2.229 1.038 0.092 0.31 0.37 0.39
H 1.294 0.202 1.447 0.76 -0.02 0.00
```
Positions in Å, forces in eV/Å.


The following is a quantum chemistry calculation of a cluster of 2 separate species, C9H14NOS in total at a distorted geometry, from OMol25.

energy relative to the best compared isomer or geometry (same formula, charge and spin): 510.3 kJ/mol
total charge: +1
orbital gap (alpha / beta): 7.8 / 7.1 eV
DFT total energy: -879.064498 a.u.

```
26
Properties=species:S:1:pos:R:3:forces:R:3
C -2.934 0.421 1.753 -0.28 1.57 0.68
C -1.615 -0.030 1.566 -0.51 -0.34 -0.88
C -3.453 1.006 0.616 -2.67 -0.31 -2.07
C -1.239 0.081 0.211 0.55 -0.13 0.93
C 1.785 -1.291 -1.285 1.09 -3.11 -2.21
C 1.224 -0.298 -2.283 -0.59 -1.48 0.54
C -0.037 -0.098 -0.436 1.62 0.14 0.69
C 0.723 2.618 0.029 0.75 -0.59 0.74
C 1.039 -1.744 1.097 -1.81 -1.86 -1.38
N 1.290 -0.783 0.008 -0.01 2.98 0.22
O -0.022 0.024 -1.757 -0.64 0.13 -0.98
S -2.449 0.818 -0.784 -0.31 -0.02 1.05
H -3.404 0.581 2.743 0.22 -0.64 -0.80
H -1.043 -0.540 2.322 0.11 0.22 0.10
H -4.543 1.272 0.237 2.33 -0.27 1.76
H 1.406 -2.350 -1.535 0.42 1.55 0.91
H 2.916 -1.304 -1.348 -1.34 -0.08 0.43
H 1.851 0.481 -2.263 2.25 3.78 0.67
H 1.197 -0.408 -3.343 -0.53 -1.53 -0.64
H -0.069 2.712 0.697 -1.36 0.30 0.64
H 0.631 2.602 -1.002 -0.36 0.20 -1.69
H 1.661 2.426 0.472 1.08 0.02 0.30
H 1.116 -1.379 2.079 -0.23 1.17 1.00
H 0.053 -2.315 0.916 1.54 1.24 0.26
H 1.805 -2.439 1.004 1.41 -1.54 -0.03
H 2.112 -0.066 0.286 -2.75 -1.43 -0.24
```
Positions in Å, forces in eV/Å.


Which value of energy relative to the best compared isomer or geometry (same formula, charge and spin) does entry 2 give? 383.4 kJ/mol


Which of these has the highest energy relative to the best compared isomer or geometry (same formula, charge and spin)? C3H7N3OS